1 | The following is a quantum chemistry calculation of a molecular structure, C3H3BrO2, from the OMol25 dataset.

The geometry in XYZ format:
```
9
Properties=species:S:1:pos:R:3
C 1.73514 -0.65180 0.03381
C 0.67239 0.11395 -0.07347
C -1.98269 0.65706 -0.03442
O -1.75209 1.78794 0.00478
O -0.52105 -0.50544 0.05536
Br -3.39561 -0.50201 0.00934
H 2.79269 -0.27137 -0.14107
H 1.65193 -1.76138 0.30857
H 0.79929 1.13305 -0.16289
```

Molecular weight   151.0 Da
Kohn-Sham gap   8.21 eV
LUMO level   -0.35 eV
Charge   0



2 | The following is a quantum chemistry calculation of 2 unconnected molecules or ions with the total composition C3H3BrO2, from the OMol25 dataset.

The geometry in XYZ format:
```
9
Properties=species:S:1:pos:R:3
O 1.43208 2.10059 -1.80700
C 1.97801 1.30978 -1.14611
O 2.10902 1.15219 0.17121
Br 2.95744 -0.24370 -1.93325
H 1.69215 1.80794 0.76054
C -0.99701 -0.59831 -0.05332
C -0.62791 -1.41416 -0.81000
H -0.85012 0.42521 0.30594
H -0.38506 -2.18169 -1.57167
```

Molecular weight   151.0 Da
Kohn-Sham gap   10.87 eV
LUMO level   0.17 eV
SMILES   O=C(O)Br.C#C
Charge   0



Relative energies, unit hartree: 1 0.0103; 2 0.0000



1 | The following is a quantum chemistry calculation of C5H3NO in the gas phase, from the OMol25 dataset.

The geometry in XYZ format:
```
10
Properties=species:S:1:pos:R:3
O 0.24484 0.67730 1.00876
C -0.49917 0.46155 -0.05507
C 0.06271 -0.59402 -0.80038
C 1.34811 -1.02096 -0.15017
C 1.31498 -0.19612 0.96170
C -1.64751 1.26435 -0.28755
N -2.59759 1.88641 -0.52209
H -0.24589 -0.86431 -1.80319
H 0.00512 -1.57199 -0.12693
H 2.01440 -0.04221 1.77492
```

Molecular weight   93.1 Da
Kohn-Sham gap (alpha / beta)   8.20 / 8.20 eV
LUMO level (alpha / beta)   -1.10 / -1.10 eV
Charge   0



2 | The following is a quantum chemistry calculation of C5H3NO in the gas phase, from the OMol25 dataset.

The geometry in XYZ format:
```
10
Properties=species:S:1:pos:R:3
N 2.94298 -0.31144 -0.76588
C 1.85735 -0.15858 -0.38756
C 0.53484 0.02325 0.04987
C -0.04371 1.24358 0.33838
O -1.30710 1.33634 0.36963
C -1.60357 -0.65909 -0.14762
C -0.38308 -1.11469 0.00954
H 0.61349 2.08545 0.58561
H -2.58792 -0.29187 -0.11392
H -0.02326 -2.15297 0.06196
```

Molecular weight   93.1 Da
Kohn-Sham gap   7.85 eV
LUMO level   -1.02 eV
Charge   0



3 | The following is a quantum chemistry calculation of C5H3NO in the gas phase, from the OMol25 dataset.

The geometry in XYZ format:
```
10
Properties=species:S:1:pos:R:3
N 3.09603 -0.81884 0.04241
C 1.98735 -0.48392 0.03828
C 0.61901 -0.07692 0.02770
C -0.54484 -0.91233 -0.10629
C -1.59933 -0.06731 -0.07379
O -1.18168 1.21948 0.07190
C 0.16053 1.20204 0.12951
H -0.56416 -1.98788 -0.21240
H -2.66707 -0.21064 -0.14468
H 0.66027 2.15374 0.23746
```

Molecular weight   93.1 Da
Kohn-Sham gap   10.46 eV
LUMO level   0.79 eV
SMILES   N#Cc1ccoc1
Charge   0



4 | The following is a quantum chemistry calculation of C5H3NO in the gas phase, from the OMol25 dataset.

The geometry in XYZ format:
```
10
Properties=species:S:1:pos:R:3
C 1.96547 -1.04169 -0.26785
C 2.05587 0.34960 -0.29008
C 0.71853 -1.50581 0.07235
C -1.40046 -0.06846 0.09808
C -2.34015 0.75705 0.33200
N -0.31595 -0.49662 -0.18904
O 1.82569 1.48806 -0.33629
H 2.93161 -1.68228 -0.10726
H -2.16963 1.81381 0.01664
H -3.27097 0.38634 0.67145
```

Molecular weight   93.1 Da
Kohn-Sham gap   8.28 eV
LUMO level   -0.26 eV
Charge   0



Relative energies, unit hartree: 1 0.1515; 2 0.1171; 3 0.0000; 4 0.1600